Run A
Here is a molecular structure, C2H2N2O2S from OMol25. Energies are from ωB97M-V/def2-TZVPD.

Positions of all 9 atoms, in Å:
C: 0.013 1.450 0.017
C: -0.236 0.103 -0.396
N: 0.177 2.519 0.388
N: 0.926 -0.770 -0.038
O: 1.859 -0.756 -0.792
O: 0.838 -1.367 1.001
S: -1.825 -0.538 0.193
H: -0.347 0.112 -1.814
H: -1.405 -0.754 1.441

For the gap between HOMO and LUMO, the calculation gives 9.871 eV.



Run B
Here is 2 unconnected molecules or ions with the total composition C2H2N2O2S from OMol25. Energies are from ωB97M-V/def2-TZVPD.

Positions of all 9 atoms, in Å:
C: 0.880 0.160 0.010
C: -1.330 0.368 -0.099
H: 2.375 -1.261 1.028
H: -0.823 -1.563 -0.182
N: 0.664 1.422 -0.148
N: -0.277 -0.582 -0.334
O: 2.203 -0.170 -0.173
O: -0.761 1.596 -0.047
S: -2.932 0.030 -0.055

For the gap between HOMO and LUMO, the calculation gives 6.510 eV.



Order of stability, best first: run A, run B



Run A
Here is 2 unconnected molecules or ions with the total composition C8H19NO from OMol25. Energies are from ωB97M-V/def2-TZVPD.

Positions of all 29 atoms, in Å:
C: 0.321 -1.064 2.102
C: -0.930 -1.200 2.931
C: 1.724 -1.505 2.637
H: 0.111 -1.832 1.331
H: 0.554 -0.082 1.588
H: -1.159 -2.199 3.267
H: 1.791 -1.658 3.671
H: -1.841 -0.834 2.448
H: -0.923 -0.729 3.942
H: 1.945 -2.467 2.139
H: 2.435 -0.819 2.242
C: -0.281 1.137 -0.554
C: -1.826 1.224 -0.321
C: -0.401 2.328 -2.559
C: 1.021 -1.175 -1.970
C: 0.614 0.052 -2.743
O: 0.928 0.223 -3.891
N: -0.240 0.954 -2.110
H: 0.447 1.897 -0.257
H: -0.003 0.169 0.001
H: -2.153 0.238 -0.858
H: -2.023 2.292 -0.751
H: -1.388 2.438 -3.077
H: 2.008 -1.494 -2.234
H: -2.111 1.157 0.707
H: -0.687 2.976 -1.781
H: 0.581 2.882 -2.752
H: 1.126 -0.885 -0.921
H: 0.360 -2.026 -2.229

For the gap between HOMO and LUMO, the calculation gives 10.010 eV. The SMILES is CCN(C)C(C)=O.CCC.



Run B
Here is 2 unconnected molecules or ions with the total composition C8H19NO from OMol25. Energies are from ωB97M-V/def2-TZVPD.

Positions of all 29 atoms, in Å:
C: -0.450 -2.311 -0.705
C: -1.189 -1.464 0.199
C: -2.881 0.298 0.351
C: 2.994 -0.984 -0.020
C: 1.866 -0.238 0.721
C: 1.156 0.695 -0.122
C: 0.291 1.792 0.597
C: -0.367 2.463 -0.467
H: -0.760 -2.256 -1.706
H: -0.944 -3.279 -0.450
H: 0.668 -2.519 -0.655
H: -2.257 -0.584 -1.484
H: -2.417 0.349 1.294
H: -2.968 1.464 0.005
H: -3.996 0.030 0.506
H: 2.816 -1.462 -1.087
H: 3.743 -0.280 -0.192
H: 3.367 -1.770 0.630
H: 2.222 0.041 1.782
H: 1.119 -0.995 1.137
H: 1.863 1.104 -0.722
H: 0.471 0.012 -0.594
H: 0.868 2.644 1.160
H: -0.349 1.312 1.408
H: -0.402 1.829 -1.611
H: -1.536 2.811 -0.210
H: 0.303 3.244 -0.702
N: -1.986 -0.509 -0.433
O: -1.247 -1.441 1.370

For the gap between HOMO and LUMO, the calculation gives 10.179 eV. The SMILES is CNC(C)=O.CCCCC.



Run C
Here is a molecular structure, C8H19NO from OMol25. Energies are from ωB97M-V/def2-TZVPD.

Positions of all 29 atoms, in Å:
C: 1.802 1.820 -0.802
C: 0.576 1.459 -1.207
C: -1.793 2.726 -1.209
C: 2.248 -2.598 -0.069
C: 0.725 -2.302 -0.065
C: 0.098 -1.590 1.126
C: -1.306 -1.248 0.783
C: -2.002 -0.363 1.743
H: 1.759 2.325 0.207
H: 2.284 2.799 -1.451
H: 2.473 0.898 -0.693
H: -0.347 2.811 0.167
H: -2.026 2.261 -2.206
H: -2.849 2.885 -0.543
H: -1.490 4.030 -1.372
H: 2.843 -1.678 -0.303
H: 2.658 -2.836 1.096
H: 2.634 -3.430 -0.577
H: 0.126 -3.194 -0.256
H: 0.597 -1.747 -1.067
H: 0.033 -2.245 1.941
H: 0.650 -0.605 1.319
H: -1.955 -2.140 0.271
H: -0.997 -0.592 -0.188
H: -1.138 0.269 2.468
H: -2.910 0.449 1.114
H: -2.673 -1.149 2.615
N: -0.431 2.129 -0.545
O: 0.413 0.856 -2.297

For the gap between HOMO and LUMO, the calculation gives 10.331 eV.



Order of stability, best first: run A, run B, run C



Run A
Here is 2 unconnected molecules or ions with the total composition C2H4Cl2S from OMol25. Energies are from ωB97M-V/def2-TZVPD.

Positions of all 9 atoms, in Å:
C: -0.620 -0.643 -0.246
C: 0.703 -0.182 0.197
S: 0.609 2.297 0.115
Cl: 2.032 -0.689 -1.000
Cl: 1.107 -0.548 1.860
H: -0.760 -1.728 -0.524
H: -1.445 -0.566 0.471
H: -0.836 -0.200 -1.204
H: -0.790 2.258 0.331

For the gap between HOMO and LUMO, the calculation gives 8.132 eV.



Run B
Here is 2 unconnected molecules or ions with the total composition C2H4Cl2S from OMol25. Energies are from ωB97M-V/def2-TZVPD.

Positions of all 9 atoms, in Å:
C: 0.871 -1.653 0.818
C: -0.323 1.207 -0.243
S: -0.927 1.079 -1.917
Cl: 1.134 2.146 -0.184
Cl: -1.422 1.553 1.074
H: 1.562 -2.123 0.178
H: 1.405 -0.799 1.107
H: -0.171 -1.975 0.788
H: -2.130 0.565 -1.621

For the gap between HOMO and LUMO (alpha / beta), the calculation gives 8.175 / 8.412 eV.



Order of stability, best first: run A, run B



Run A
Here is C4H10N2OS in the gas phase from OMol25. Energies are from ωB97M-V/def2-TZVPD.

Positions of all 18 atoms, in Å:
C: -2.040 0.263 -0.758
C: -0.221 -2.173 0.611
C: 1.124 -0.184 -0.399
C: 1.031 1.337 -0.467
H: -1.439 0.565 -1.587
H: -2.589 -0.661 -1.034
H: -2.675 1.035 -0.286
H: -0.013 -2.983 -0.105
H: -1.337 -2.160 1.039
H: 0.403 -2.018 1.564
H: 0.077 1.651 -0.905
H: 1.703 1.620 -1.310
H: 0.725 1.520 1.789
H: 2.421 1.889 1.023
N: 0.040 -0.802 0.017
N: 1.315 1.976 0.849
O: -1.110 0.056 0.343
S: 2.586 -0.930 -0.383

For the gap between HOMO and LUMO, the calculation gives 8.855 eV. The SMILES is CON(C)C(=S)CN.



Run B
Here is C4H10N2OS in the gas phase from OMol25. Energies are from ωB97M-V/def2-TZVPD.

Positions of all 18 atoms, in Å:
C: 1.348 -1.592 1.365
N: 1.091 -0.973 0.073
C: 0.056 0.040 0.057
C: 0.474 1.355 -0.589
S: -0.297 2.866 0.064
C: -1.217 -0.545 -0.693
N: -2.180 0.302 -1.171
O: -1.272 -1.738 -0.910
H: 2.351 -2.009 1.270
H: 0.699 -2.407 1.707
H: 1.346 -0.869 2.181
H: 0.799 -1.665 -0.597
H: -0.282 0.209 1.083
H: 1.555 1.381 -0.758
H: 0.208 1.341 -1.652
H: 0.527 3.078 1.095
H: -3.053 -0.065 -1.528
H: -2.156 1.291 -0.998

For the gap between HOMO and LUMO, the calculation gives 9.738 eV. The SMILES is CN[C@@H](CS)C(N)=O.



Run C
Here is C4H10N2OS in the gas phase from OMol25. Energies are from ωB97M-V/def2-TZVPD.

Positions of all 18 atoms, in Å:
C: 0.160 -0.932 -0.302
N: 1.599 -0.858 0.035
C: 1.958 -0.963 1.383
N: 1.534 -2.116 1.988
O: 2.604 -0.116 1.959
C: -0.423 0.450 -0.630
C: -1.578 0.440 -1.636
S: -2.704 1.843 -1.409
H: 0.045 -1.671 -1.101
H: -0.401 -1.254 0.573
H: 2.015 -0.018 -0.343
H: 2.070 -2.418 2.789
H: 0.944 -2.791 1.543
H: -0.734 0.948 0.275
H: 0.351 1.113 -1.040
H: -1.224 0.305 -2.649
H: -2.220 -0.421 -1.438
H: -1.792 2.782 -1.126

For the gap between HOMO and LUMO, the calculation gives 10.062 eV. The SMILES is NC(=O)NCCCS.



Run D
Here is C4H10N2OS in the gas phase from OMol25. Energies are from ωB97M-V/def2-TZVPD.

Positions of all 18 atoms, in Å:
C: -0.773 1.927 1.508
C: 0.465 0.982 1.694
C: 0.788 0.224 0.420
C: -0.883 -1.772 -1.923
H: -0.573 2.493 0.562
H: -0.787 2.680 2.310
H: -1.727 1.341 1.406
H: 1.392 1.575 1.990
H: 0.339 0.233 2.538
H: -1.132 -0.366 0.253
H: -0.435 -2.686 -1.465
H: -0.759 -1.961 -2.975
H: -1.943 -1.754 -1.733
H: 1.859 -1.535 -1.565
N: -0.223 -0.556 -0.140
N: 2.024 0.231 0.015
O: -0.329 -0.552 -1.536
S: 2.699 -0.504 -1.357

For the gap between HOMO and LUMO, the calculation gives 8.843 eV. The SMILES is CC/C(=N/S)NOC.



Order of stability, best first: run C, run B, run D, run A



Run A
Here is C9H10N2 in the gas phase from OMol25. Energies are from ωB97M-V/def2-TZVPD.

Positions of all 21 atoms, in Å:
C: -0.297 -1.154 3.371
C: -0.237 -0.828 1.844
C: 0.691 -1.435 0.957
C: 0.866 -0.970 -0.334
C: 0.014 0.134 -0.724
C: 0.786 0.535 -3.195
C: -0.893 1.825 -1.734
C: -0.909 0.787 0.140
C: -0.908 0.285 1.419
H: -0.839 -0.199 3.830
H: -0.943 -2.084 3.737
H: 0.732 -1.161 3.641
H: 1.290 -2.238 1.313
H: 1.794 -1.184 -0.926
H: 0.494 -0.457 -3.481
H: 0.337 1.235 -3.867
H: 1.898 0.743 -3.131
H: -1.059 2.571 -2.571
H: -1.362 0.909 2.217
N: 0.061 0.877 -1.943
N: -1.517 1.810 -0.566

For the gap between HOMO and LUMO, the calculation gives 9.195 eV. The SMILES is Cc1ccc2c(c1)ncn2C.



Run B
Here is C9H10N2 in the gas phase from OMol25. Energies are from ωB97M-V/def2-TZVPD.

Positions of all 21 atoms, in Å:
C: -0.298 1.560 1.497
C: -0.577 -1.168 1.273
C: -0.460 -0.782 -1.822
C: 0.653 -1.102 -0.962
C: -1.512 -0.015 -1.219
C: -0.788 1.508 -0.956
C: 0.096 1.530 0.175
C: 0.598 -1.084 0.425
C: 1.833 -0.975 1.360
N: -0.603 1.576 2.609
N: -1.536 -1.345 1.950
H: -0.379 -0.850 -2.867
H: 1.620 -1.297 -1.374
H: -2.345 -0.001 -1.942
H: -1.838 -0.297 -0.233
H: -0.180 1.771 -1.898
H: -1.692 1.979 -0.901
H: 1.120 1.863 0.022
H: 1.748 -1.565 2.252
H: 1.841 0.087 1.768
H: 2.699 -1.393 0.844

For the gap between HOMO and LUMO (alpha / beta), the calculation gives 7.381 / 6.984 eV.



Run C
Here is a molecular structure, C9H10N2 from OMol25. Energies are from ωB97M-V/def2-TZVPD.

Positions of all 21 atoms, in Å:
C: -1.237 -0.538 -2.429
C: 0.340 -2.646 0.735
C: -0.024 -1.649 1.513
C: -0.345 -0.434 1.161
C: -0.183 -0.682 -0.216
C: 0.387 1.754 2.048
C: 1.080 0.247 -2.242
C: -0.801 0.831 1.892
C: -0.301 0.156 -1.612
N: -1.883 -1.002 -3.259
N: 0.181 -1.986 -0.378
H: 0.351 -3.773 0.889
H: 1.131 1.532 2.879
H: -0.036 2.864 2.350
H: 0.928 1.731 1.086
H: 1.487 -0.839 -2.139
H: 0.860 0.449 -3.393
H: 1.763 0.996 -1.670
H: -1.664 1.404 1.348
H: -1.259 0.519 2.849
H: -0.775 1.066 -1.412

For the gap between HOMO and LUMO, the calculation gives 7.216 eV.



Order of stability, best first: run A, run B, run C



Run A
Here is a molecular structure, C7H16O2 from OMol25. Energies are from ωB97M-V/def2-TZVPD.

Positions of all 25 atoms, in Å:
C: -4.043 2.228 3.097
C: -2.658 2.160 3.370
C: -0.572 -0.275 -2.517
C: 0.521 -1.318 -2.339
C: 1.576 -0.746 -1.511
C: 2.829 -1.641 -1.382
C: 3.786 -1.178 -0.299
H: -5.703 1.238 3.296
H: -2.230 3.066 3.479
H: -2.473 1.727 4.257
H: -2.204 1.660 2.403
H: -0.936 -0.242 -1.379
H: 0.256 0.813 -2.643
H: -1.312 -0.386 -3.171
H: 1.119 -1.571 -3.226
H: 0.064 -2.250 -2.049
H: 1.955 0.285 -1.845
H: 1.201 -0.559 -0.439
H: 3.364 -1.430 -2.285
H: 2.627 -2.670 -1.005
H: 3.232 -1.205 0.671
H: 4.598 -1.905 -0.095
H: 4.281 -0.156 -0.451
O: -4.523 3.313 2.800
O: -4.755 1.044 3.264

For the gap between HOMO and LUMO, the calculation gives 11.074 eV.



Run B
Here is 3 unconnected molecules or ions with the total composition C7H16O2 from OMol25. Energies are from ωB97M-V/def2-TZVPD.

Positions of all 25 atoms, in Å:
C: -0.069 1.488 1.869
C: 0.588 1.450 0.472
C: -0.448 1.257 -0.621
C: -1.220 0.169 -0.696
C: -0.989 -1.113 -0.041
C: -1.575 -2.217 -0.513
C: -0.622 2.407 -1.564
H: -0.737 0.649 2.016
H: -0.681 2.389 1.928
H: 0.697 1.495 2.640
H: 1.145 2.373 0.309
H: 1.329 0.640 0.482
H: -2.032 0.206 -1.405
H: -0.442 -1.224 0.875
H: -1.296 -3.153 -0.044
H: -2.222 -2.276 -1.382
H: -0.315 3.348 -1.128
H: -1.660 2.531 -1.911
H: -0.125 2.291 -2.539
H: 2.281 -1.671 2.396
H: 2.835 -2.040 0.963
O: 2.221 -1.481 1.457
H: 0.885 -1.869 -1.621
H: 0.971 -3.087 -0.656
O: 1.481 -2.561 -1.285

For the gap between HOMO and LUMO, the calculation gives 8.988 eV. The SMILES is C=C/C=C(/C)CC.O.O.



Order of stability, best first: run B, run A